The following is a DFT calculation (wB97M-V/def2-TZVPD) of 2 unconnected molecules or ions with the total composition CHIN2O2S in a non-equilibrium geometry.

The geometry in ORCA input format:
```
! RIJCOSX wB97M-V def2-TZVPD def2/J DEFGRID3
* xyz 0 1
C -3.18986 -1.48359 0.19149
S -0.49109 1.86225 0.15083
N -0.51002 0.58623 0.94745
O -1.07406 -2.48021 0.11824
N -2.07486 -1.82706 0.10154
O -1.76188 2.00655 -0.48738
I -4.42146 0.12490 -0.11226
H 0.25400 0.14182 1.55241
*
```

As for the LUMO energy: -0.681 eV. For the molar mass, the calculation gives 232.00 g mol⁻¹. As for the gap between HOMO and LUMO: 8.58 eV. Its largest force on an atom is 2.374 eV/Å.

The following is a DFT calculation (wB97M-V/def2-TZVPD) of a molecular structure, CHIN2O2S in a non-equilibrium geometry.

The geometry in ORCA input format:
```
! RIJCOSX wB97M-V def2-TZVPD def2/J DEFGRID3
* xyz 0 1
O -1.63520 1.70909 -0.85882
S -0.89930 0.97053 0.09308
H -0.21561 -2.04990 -0.27295
I 2.79064 -1.08856 0.05681
N 0.70055 0.96530 -0.14343
C 0.86366 -0.31554 -0.15371
O -1.46396 0.89198 1.41535
N -0.14078 -1.08290 -0.13633
*
```

As for the LUMO energy: -1.086 eV. For the molar mass, the calculation gives 232.00 g mol⁻¹. As for the gap between HOMO and LUMO: 9.25 eV. Its largest force on an atom is 3.229 eV/Å.

The following is a DFT calculation (wB97M-V/def2-TZVPD) of a single CHIS2 molecule in a non-equilibrium geometry.

The geometry in ORCA input format:
```
! RIJCOSX wB97M-V def2-TZVPD def2/J DEFGRID3
* xyz 0 1
H 0.66790 -1.15813 -0.01010
I -1.87256 -0.95573 0.06209
S 0.52103 1.21594 1.04980
C 0.13073 -0.22455 -0.04310
S 0.55290 1.12247 -1.05870
*
```

As for the LUMO energy: -0.430 eV. For the molar mass, the calculation gives 204.06 g mol⁻¹. As for the gap between HOMO and LUMO: 8.39 eV. As for the SMILES: IC1SS1. Its largest force on an atom is 1.435 eV/Å.

The following is a DFT calculation (wB97M-V/def2-TZVPD) of a molecular structure, CHInO3 in a non-equilibrium geometry.

The geometry in ORCA input format:
```
! RIJCOSX wB97M-V def2-TZVPD def2/J DEFGRID3
* xyz 2 1
In 0.01095 -1.73689 -1.04400
H 1.25880 0.16717 0.74919
C -0.30492 0.48473 0.05626
O 0.81542 -0.20960 -0.01439
O -1.16515 0.22030 -0.81179
O -0.61509 1.07428 1.06476
*
```

As for the LUMO energy: -16.839 eV. For the molar mass, the calculation gives 175.83 g mol⁻¹. As for the gap between HOMO and LUMO: 5.13 eV. Its largest force on an atom is 5.248 eV/Å.

Values of HOMO energy, in order: -0.340 -0.380 -0.324 -0.807, all in Eh.
Values of energy relative to the best compared isomer or geometry (same formula, charge and spin), in order: 43.7 3.0 16.6 38.9, all in kcal/mol.